ORCA calculation (ωB97M-V/def2-TZVPD) on C30H24BrErN4O2S as an isolated structure.

Geometry as XYZ:
```
63
C30H24BrErN4O2S | OMol25 | ωB97M-V/def2-TZVPD
Er 0.3025 -0.1631 -0.3667
O 1.9243 1.0530 0.2850
C 2.5634 1.7010 1.2011
C 3.6849 2.4968 0.8745
C 4.3770 3.1730 1.8497
C 3.9939 3.1053 3.2005
C 2.8962 2.3502 3.5309
C 2.1694 1.6463 2.5546
C 0.9920 0.9289 2.9741
N 0.1724 0.2516 2.2530
C -0.9695 -0.3010 2.9716
C -2.2022 -0.1636 2.1077
N -1.9539 -0.8280 0.8356
C -2.7965 -1.7290 0.4932
C -2.7802 -2.5015 -0.7284
C -3.6867 -3.5729 -0.8741
C -3.7692 -4.2817 -2.0443
C -2.9533 -3.8888 -3.1256
C -2.0836 -2.8338 -3.0273
C -1.9493 -2.1070 -1.8129
O -1.1253 -1.1334 -1.7067
H 3.9773 2.5419 -0.1669
H 5.2358 3.7721 1.5701
H 4.5481 3.6406 3.9587
H 2.5686 2.2876 4.5642
H 0.7792 1.0156 4.0476
H -1.1297 0.2019 3.9316
H -0.7990 -1.3643 3.1772
H -2.3866 0.8980 1.9217
H -3.0804 -0.5739 2.6203
H -3.6251 -1.9576 1.1785
H -4.3354 -3.8225 -0.0380
H -4.4597 -5.1071 -2.1470
H -3.0229 -4.4293 -4.0623
H -1.4611 -2.5282 -3.8583
Br -0.5700 2.3607 -1.3154
C 0.6510 2.5035 -2.8044
C 0.6380 3.7218 -3.4091
C 1.4465 3.9146 -4.5507
C 2.1975 2.8810 -5.0229
C 2.2010 1.6171 -4.3795
C 2.9837 0.5559 -4.8956
C 2.9758 -0.6543 -4.2730
C 2.2076 -0.8496 -3.0993
C 1.4322 0.1252 -2.5132
C 1.4237 1.3818 -3.2064
H 0.0181 4.5225 -3.0313
H 1.4498 4.8779 -5.0440
H 2.8080 3.0092 -5.9096
H 3.5769 0.7283 -5.7865
H 3.5701 -1.4700 -4.6701
H 2.2588 -1.8396 -2.6518
S 1.5946 -2.6520 -0.0573
C 0.6739 -3.3161 1.1983
N -0.5541 -3.8262 0.8868
C -1.3620 -4.4412 1.7588
C -0.9518 -4.5816 3.0489
C 0.3012 -4.0252 3.3505
N 1.0843 -3.4182 2.4855
H -0.8696 -3.6821 -0.0726
H -2.3105 -4.7905 1.3731
H -1.5582 -5.0805 3.7881
H 0.6778 -4.0742 4.3677
```

F_max	0.6	eV/A
multiplicity	4
E_tot	-5514.49633	Eh
gap between HOMO and LUMO (spin up / spin down)	6.3644 / 6.3671	eV
E_HOMO (spin up / spin down)	-7.28 / -7.28	eV
energy above the lowest of the compared OMol25 structures with the same formula, charge and spin	14.2	kcal/mol